Density functional theory data (wB97M-V/def2-TZVPD) for an isolated molecule of C5H8N2.

LUMO level in eV: 0.7
Energy relative to the best compared isomer or geometry (same formula, charge and spin) in kJ/mol: 469.2
Calculated total energy in eV: -8290.133
HOMO-LUMO gap in Eh: 0.3248

Structure (XYZ):
```
15
Properties=species:S:1:pos:R:3:lowdin_charge:R:1
C -2.018 0.221 -0.099 -0.05
C -0.678 -0.302 -0.551 -0.35
C 0.250 0.509 -1.356 0.03
C 0.678 1.451 0.483 -0.34
N 0.939 2.468 0.981 0.16
N 0.545 0.119 0.201 -0.20
C 1.572 -0.833 0.653 0.01
H -1.995 1.312 -0.026 0.08
H -2.763 -0.047 -0.858 0.09
H -2.331 -0.210 0.857 0.08
H -0.637 -1.393 -0.620 0.14
H 0.961 -0.095 -1.928 0.05
H 1.494 -1.739 0.043 0.10
H 1.427 -1.081 1.709 0.10
H 2.557 -0.382 0.510 0.10
```

Density functional theory data (wB97M-V/def2-TZVPD) for an isolated molecule of C5H8N2.

LUMO level (spin up / spin down) in eV: -0.2 / -0.4
Energy relative to the best compared isomer or geometry (same formula, charge and spin) in kJ/mol: 532.1
Calculated total energy in eV: -8289.481
HOMO-LUMO gap (spin up / spin down) in Eh: 0.3169 / 0.2832

Structure (XYZ):
```
15
Properties=species:S:1:pos:R:3:lowdin_charge:R:1
C 0.965 -0.245 0.705 -0.51
N 1.710 -0.740 -0.331 0.13
C -0.277 0.552 0.297 -0.30
C -0.061 1.523 -0.771 0.03
N 1.289 -0.513 1.907 0.11
H 1.575 -0.369 -1.257 0.08
H 2.554 -1.229 -0.081 0.10
H 0.621 -0.139 2.576 0.03
H -0.730 0.947 1.216 0.13
H -0.672 1.672 -1.648 0.06
H 0.528 2.415 -0.583 0.06
C -1.273 -0.523 -0.450 -0.21
C -2.255 -1.180 -0.048 0.14
H -3.156 -1.747 -0.029 0.03
H -0.817 -0.425 -1.502 0.11
```

Density functional theory data (wB97M-V/def2-TZVPD) for an isolated molecule of C5H8N2.

LUMO level in eV: 0.9
Energy relative to the best compared isomer or geometry (same formula, charge and spin) in kJ/mol: 131.0
Calculated total energy in eV: -8293.639
HOMO-LUMO gap in Eh: 0.3864

Structure (XYZ):
```
15
Properties=species:S:1:pos:R:3:lowdin_charge:R:1
C 1.396 -0.457 -0.683 -0.08
C 0.609 0.314 0.364 -0.29
C -0.302 1.436 -0.184 -0.16
N -1.494 0.792 0.406 0.00
C -0.698 -0.349 0.895 -0.29
C -1.000 -1.668 0.323 -0.18
N -1.219 -2.714 -0.120 0.15
H 0.788 -0.625 -1.580 0.08
H 2.289 0.103 -0.981 0.08
H 1.713 -1.437 -0.312 0.08
H 1.258 0.629 1.186 0.13
H -0.298 1.494 -1.280 0.11
H -0.126 2.439 0.219 0.10
H -2.221 0.545 -0.257 0.11
H -0.752 -0.446 1.986 0.14
```

Density functional theory data (wB97M-V/def2-TZVPD) for an isolated molecule of C5H8N2.

LUMO level in eV: 1.0
Energy relative to the best compared isomer or geometry (same formula, charge and spin) in kJ/mol: 153.7
Calculated total energy in eV: -8293.403
HOMO-LUMO gap in Eh: 0.3993

Structure (XYZ):
```
15
Properties=species:S:1:pos:R:3:lowdin_charge:R:1
C -1.836 -0.910 0.582 -0.05
C -0.643 -0.345 -0.143 -0.34
C -0.494 1.103 -0.447 -0.10
N 0.267 0.486 0.628 -0.09
C 1.698 0.328 0.450 -0.18
C 2.140 -0.101 -0.896 -0.22
N 2.443 -0.443 -1.959 0.15
H -2.196 -0.200 1.334 0.08
H -1.573 -1.843 1.092 0.08
H -2.650 -1.121 -0.120 0.08
H -0.182 -1.010 -0.876 0.13
H 0.034 1.367 -1.365 0.11
H -1.256 1.811 -0.127 0.11
H 2.184 1.283 0.673 0.13
H 2.062 -0.407 1.175 0.12
```

Density functional theory data (wB97M-V/def2-TZVPD) for an isolated molecule of C5H8N2.

LUMO level in eV: 0.9
Energy relative to the best compared isomer or geometry (same formula, charge and spin) in kJ/mol: 218.2
Calculated total energy in eV: -8292.735
HOMO-LUMO gap in Eh: 0.3875

Structure (XYZ):
```
15
Properties=species:S:1:pos:R:3:lowdin_charge:R:1
C -1.522 -0.357 -0.103 -0.05
C -0.241 -0.203 -1.020 -0.24
C 0.764 0.910 -0.797 -0.23
C 0.372 1.892 0.196 -0.19
N 0.010 2.701 0.941 0.16
N 1.077 -0.482 -0.502 -0.09
C 1.047 -0.974 0.860 -0.08
H -1.509 -0.334 1.002 0.07
H -2.203 0.455 -0.332 0.07
H -1.996 -1.319 -0.317 0.08
H -0.397 -0.524 -2.054 0.13
H 1.404 1.344 -1.572 0.14
H 0.055 -0.748 1.261 0.04
H 1.835 -0.525 1.467 0.09
H 1.168 -2.062 0.814 0.09
```

Density functional theory data (wB97M-V/def2-TZVPD) for an isolated molecule of C5H8N2.

LUMO level in eV: -0.3
Energy relative to the best compared isomer or geometry (same formula, charge and spin) in kJ/mol: 418.6
Calculated total energy in eV: -8290.658
HOMO-LUMO gap in Eh: 0.3053

Structure (XYZ):
```
15
Properties=species:S:1:pos:R:3:lowdin_charge:R:1
C 1.989 -0.091 -0.963 -0.14
C 1.181 0.415 0.164 0.01
C -0.122 0.963 -0.282 -0.32
N -1.116 0.892 0.791 -0.08
C -1.153 -0.436 1.376 -0.24
C -1.396 -1.518 0.386 -0.21
N -1.534 -2.306 -0.450 0.14
H 1.394 -0.873 -1.467 0.09
H 2.165 0.678 -1.732 0.09
H 2.944 -0.520 -0.650 0.06
H -0.170 -0.615 1.825 0.10
H -0.499 0.546 -1.240 0.12
H 0.120 2.025 -0.479 0.14
H -2.033 1.144 0.435 0.11
H -1.904 -0.488 2.167 0.12
```